Arrangement i

The following is a quantum chemistry calculation of a cluster of 2 separate species, C7H12 in total, from OMol25.

```
! RIJCOSX wB97M-V def2-TZVPD def2/J DEFGRID3
* xyz 0 1
C -2.81966 0.59099 0.28379
C -2.10200 -0.10166 -0.77560
C -0.57288 -0.09494 -0.41277
C 0.35783 -0.77770 -1.40784
C 1.66811 -0.63670 -0.76239
C 2.45098 -0.31707 0.09824
C 3.08856 0.19429 1.30678
H -3.34138 0.02765 1.05022
H -0.21951 0.94657 1.82504
H -3.13514 1.62029 0.13815
H -2.40263 -1.15260 -0.87863
H -2.20148 0.39724 -1.74931
H -0.50574 -0.55297 0.57632
H -0.30009 0.95209 -0.26597
H 0.07262 -1.82711 -1.54138
H 0.31246 -0.28356 -2.38412
H 2.25983 0.60745 1.90929
H 3.80454 0.99607 1.10241
H 3.58559 -0.58835 1.88774
*
```

Output
HOMO (alpha / beta): -0.3410 / -0.2972 Ha
Frontier orbital gap (alpha / beta): 9.64 / 7.44 eV



Arrangement ii

The following is a quantum chemistry calculation of an isolated molecule of C7H12, from OMol25.

```
! RIJCOSX wB97M-V def2-TZVPD def2/J DEFGRID3
* xyz 0 1
C -1.68115 -0.51465 1.07799
C -0.93395 0.41025 0.12521
C -0.34365 1.64898 0.74716
C 0.93414 1.48565 0.44452
C 0.48312 -0.04619 -0.37488
C 1.10619 -1.26006 0.26255
C 0.67688 0.02508 -1.86856
H -1.11953 -0.66473 1.99667
H -1.86304 -1.48150 0.61337
H -2.64303 -0.07462 1.33518
H -1.59087 0.64191 -0.72060
H -0.85604 2.43554 1.28327
H 1.86310 1.99513 0.57293
H 0.62633 -2.16614 -0.11096
H 1.00899 -1.23308 1.34474
H 2.16509 -1.31235 0.01280
H 0.29693 0.96537 -2.26039
H 0.14092 -0.79478 -2.34842
H 1.72955 -0.05981 -2.13259
*
```

Output
SMILES: C[C@H]1C=CC1(C)C
HOMO: -0.3438 Ha
Frontier orbital gap: 10.40 eV



Arrangement iii

The following is a quantum chemistry calculation of an isolated molecule of C7H12, from OMol25.

```
! RIJCOSX wB97M-V def2-TZVPD def2/J DEFGRID3
* xyz 0 1
C 2.44713 0.32114 -0.73876
C 1.11433 -0.42181 -0.71167
C 0.25194 -0.16633 0.52281
C -0.60069 1.13380 0.74575
C -1.85753 0.27000 0.85046
C -2.03068 -0.48679 -0.42663
C -1.04141 -0.97921 0.59095
H 2.99741 0.10712 -1.66256
H 3.08614 0.02016 0.10068
H 2.30199 1.40578 -0.67909
H 0.54440 -0.19712 -1.62262
H 1.31230 -1.50413 -0.74232
H 0.86580 -0.33646 1.41633
H -0.61799 1.88952 -0.04989
H -0.34109 1.62382 1.68665
H -2.66480 0.40362 1.56454
H -2.93921 -1.07608 -0.51887
H -1.68752 -0.04079 -1.36023
H -1.14052 -1.96624 1.03449
*
```

Output
SMILES: CC[C@H]1C[C@H]2C[C@@H]12
HOMO: -0.3528 Ha
Frontier orbital gap: 10.82 eV



Preferred: arrangement iii; penalty for the next structure: 0.354 eV.



Arrangement i

The following is a quantum chemistry calculation of an isolated molecule of C7H12, from OMol25.

```
! RIJCOSX wB97M-V def2-TZVPD def2/J DEFGRID3
* xyz 0 1
C -1.06124 -0.25088 -1.80520
C -0.76735 -0.45611 -0.53259
C -1.70700 -1.10777 0.36126
C 0.65228 -0.46587 -0.13780
C 1.62161 -0.80361 -1.02316
C 0.90677 0.33617 1.22736
C 0.65140 1.89448 1.12564
H -0.32914 -0.31292 -2.67707
H -2.12234 -0.10593 -2.22476
H -1.72261 -0.55791 1.28712
H -1.52233 -2.10152 0.76246
H -2.78549 -1.17939 0.06300
H 2.58261 -0.52700 -0.72250
H 1.43778 -1.22469 -1.99494
H 0.28445 -0.07431 2.10352
H 2.01279 0.26253 1.32796
H 1.38233 2.57779 1.52631
H 0.82437 1.95787 0.01523
H -0.33892 2.13905 1.31814
*
```

Output
SMILES: C=C(C)C(=C)CC
HOMO: -0.3202 Ha
Frontier orbital gap: 9.69 eV



Arrangement ii

The following is a quantum chemistry calculation of an isolated molecule of C7H12, from OMol25.

```
! RIJCOSX wB97M-V def2-TZVPD def2/J DEFGRID3
* xyz 0 1
C -2.28347 0.56759 0.19845
C -1.29510 -0.57017 -0.00995
C -0.22749 -0.28770 -1.10021
C 0.82614 -0.14616 -0.00282
C 2.29549 -0.41447 -0.07827
C 1.79305 0.99502 0.14226
C -0.16898 -0.61904 1.05610
H -2.96682 0.71115 -0.64646
H -1.73345 1.50542 0.32163
H -2.90172 0.43986 1.09442
H -1.83139 -1.51299 -0.14137
H -0.01728 -1.12189 -1.77297
H -0.44080 0.59965 -1.70713
H 2.74391 -0.65093 -1.04072
H 2.78252 -0.91485 0.75570
H 1.86140 1.69453 -0.68791
H 1.90878 1.42752 1.13327
H -0.34179 0.04080 1.91404
H 0.06928 -1.61478 1.43574
*
```

Output
SMILES: CC1CC2(CC2)C1
HOMO: -0.3597 Ha
Frontier orbital gap: 10.93 eV



Arrangement iii

The following is a quantum chemistry calculation of a cluster of 3 separate species, C7H12 in total, from OMol25.

```
! RIJCOSX wB97M-V def2-TZVPD def2/J DEFGRID3
* xyz 0 1
C -0.37015 1.05176 -0.78609
C -0.85634 -2.34554 -0.81615
C -0.64835 2.28842 -0.04008
C -0.05769 -1.44903 0.06291
C -0.56538 -0.61865 0.99477
H 0.58956 0.95405 -1.27157
H -1.21030 0.47962 -1.15390
H -1.92775 -2.28664 -0.61659
H -0.53668 -3.38363 -0.68230
H -0.67533 -2.10948 -1.87100
H -1.20792 2.93590 -0.73854
H -1.30562 2.14461 0.81853
H 0.27458 2.76629 0.27556
H -1.63231 -0.58487 1.19576
H 0.09874 -0.03593 1.61650
C 2.12146 0.87199 0.33457
C 3.02801 0.50208 1.07355
H 3.86296 0.24326 1.68395
H 1.01850 -1.42421 -0.07988
*
```

Output
HOMO (alpha / beta): -0.2910 / -0.2910 Ha
Frontier orbital gap (alpha / beta): 6.50 / 6.50 eV



Preferred: arrangement ii; penalty for the next structure: 1.341 eV.



Arrangement i

The following is a quantum chemistry calculation of an isolated molecule of C7H12, from OMol25.

```
! RIJCOSX wB97M-V def2-TZVPD def2/J DEFGRID3
* xyz 0 1
C -1.12366 0.18419 4.01010
C -1.12073 0.08119 2.55294
C -1.08970 0.08675 1.34850
C -0.94947 0.36626 -0.08419
C 0.29930 -0.28054 -0.70227
C 0.48951 0.11090 -2.16546
C 1.76041 -0.47549 -2.77725
H -0.24425 -0.31309 4.43094
H -2.02316 -0.25780 4.44996
H -1.08341 1.24323 4.29086
H -0.89029 1.45682 -0.20658
H -1.84777 0.04678 -0.62685
H 1.18630 0.01198 -0.12385
H 0.22755 -1.37185 -0.61542
H 0.51781 1.20741 -2.23459
H -0.38461 -0.21575 -2.74589
H 2.64831 -0.14208 -2.22728
H 1.74786 -1.57185 -2.75228
H 1.88000 -0.16707 -3.82140
*
```

Output
SMILES: CC#CCCCC
HOMO: -0.3424 Ha
Frontier orbital gap: 10.40 eV



Arrangement ii

The following is a quantum chemistry calculation of a cluster of 3 separate species, C7H12 in total, from OMol25.

```
! RIJCOSX wB97M-V def2-TZVPD def2/J DEFGRID3
* xyz 0 1
C -2.45063 -0.28982 -0.01425
C -1.17887 0.49139 -0.02957
C -0.08703 0.12857 0.90269
C 1.25837 0.46699 0.25083
C 2.29484 -0.64854 0.43606
C 0.85770 0.67915 -1.19441
C -0.46588 0.66191 -1.35147
H -1.69207 -1.68737 0.00770
H -2.92887 -0.36136 0.96945
H -3.18770 0.06845 -0.77026
H -1.65114 1.43855 0.29879
H -0.20395 0.26302 1.97275
H -0.48425 -1.54041 0.70727
H 1.69857 1.40152 0.65055
H 1.90989 -1.58681 0.02136
H 2.51194 -0.80737 1.49945
H 3.23561 -0.40272 -0.07089
H 1.59231 0.81371 -1.98817
H -1.00425 0.78066 -2.28919
*
```

Output
HOMO: -0.3306 Ha
Frontier orbital gap: 9.99 eV



Preferred: arrangement i; penalty for the next structure: 3.205 eV.



Arrangement i

The following is a quantum chemistry calculation of an isolated molecule of C7H12, from OMol25.

```
! RIJCOSX wB97M-V def2-TZVPD def2/J DEFGRID3
* xyz 0 1
C -1.41375 -1.20518 -0.04289
C -0.63518 -0.11377 -0.05123
C 0.77919 -0.08450 -0.39477
C 1.49699 -1.06780 -0.93405
C 3.00565 -1.00351 -0.88743
C -1.31162 1.23780 0.16179
C -1.98974 1.44101 1.53362
H -2.42922 -1.13962 0.31343
H -0.96790 -2.13872 -0.34243
H 1.33436 0.82797 -0.17583
H 1.07697 -1.83013 -1.57551
H 3.43570 -1.48577 -1.75660
H 3.33906 -1.44294 0.04630
H 3.28783 0.05050 -0.86570
H -0.50709 1.95701 -0.00160
H -2.01541 1.51711 -0.61619
H -1.54114 2.27258 2.08218
H -3.03401 1.63285 1.32358
H -1.91070 0.57511 2.18332
*
```

Output
SMILES: C=C(/C=C/C)CC
HOMO: -0.3055 Ha
Frontier orbital gap: 9.17 eV



Arrangement ii

The following is a quantum chemistry calculation of an isolated molecule of C7H12, from OMol25.

```
! RIJCOSX wB97M-V def2-TZVPD def2/J DEFGRID3
* xyz 0 1
C -0.41256 2.24148 0.90076
C -0.29349 1.19014 -0.18435
C -0.65074 -0.23486 0.31055
C -0.93379 -1.44759 -0.66605
C 0.49805 -2.00341 -0.41810
C 1.38306 -0.82037 -0.74409
C 0.66906 -0.91163 0.58799
H 0.02345 3.17584 0.53323
H 0.18342 1.92361 1.76756
H -1.43808 2.42280 1.22893
H -0.82355 1.45096 -1.10852
H 0.79397 1.22184 -0.42997
H -1.38698 -0.20904 1.12576
H -1.23688 -1.22489 -1.69765
H -1.68921 -2.10889 -0.22319
H 0.73558 -3.06204 -0.34893
H 2.40412 -0.44843 -0.61742
H 0.92283 -0.21707 -1.52083
H 1.25173 -0.93845 1.50430
*
```

Output
SMILES: CC[C@H]1C[C@H]2C[C@@H]12
HOMO: -0.3512 Ha
Frontier orbital gap: 10.74 eV



Arrangement iii

The following is a quantum chemistry calculation of an isolated molecule of C7H12, from OMol25.

```
! RIJCOSX wB97M-V def2-TZVPD def2/J DEFGRID3
* xyz 0 1
C -1.45782 -1.00953 -2.53355
C -0.48971 0.07838 -2.38157
C 0.29874 0.87069 -1.91518
C 1.00511 1.36208 -0.70995
C 0.44024 0.36927 0.32919
C 0.76179 0.36087 1.81613
C -0.05121 -0.81541 2.40829
H -1.57728 -1.45825 -1.53509
H -1.11527 -1.79848 -3.20809
H -2.44295 -0.66287 -2.85636
H 0.75642 2.40458 -0.47810
H 2.09530 1.29756 -0.80694
H -0.64978 0.45298 0.24758
H 0.68655 -0.62778 -0.05552
H 0.47841 1.30962 2.28723
H 1.83512 0.22470 1.99346
H -0.75260 -0.49475 3.18299
H -0.65303 -1.28877 1.61973
H 0.58602 -1.60034 2.82413
*
```

Output
SMILES: CC#CCCCC
HOMO: -0.3381 Ha
Frontier orbital gap: 10.27 eV



Arrangement iv

The following is a quantum chemistry calculation of an isolated molecule of C7H12, from OMol25.

```
! RIJCOSX wB97M-V def2-TZVPD def2/J DEFGRID3
* xyz 0 1
C 0.57520 2.70515 0.58126
C -0.19861 1.69242 -0.17011
C 0.57045 0.47269 -0.52946
C -0.20055 -0.77324 -0.10017
C -1.03945 -1.51542 -1.10127
C 0.27386 -2.08907 -0.64195
C -0.65890 -0.70921 1.34269
H 0.57352 3.63139 -0.00589
H 1.60944 2.50180 0.89812
H -0.01077 2.98156 1.46443
H -1.31521 0.16474 1.49282
H 0.64161 0.47883 -1.62822
H 1.60796 0.41880 -0.15357
H -1.09954 -1.15384 -2.12343
H -1.94891 -2.00227 -0.75968
H 1.10403 -2.08814 -1.34359
H 0.25109 -2.95444 0.01242
H 0.20049 -0.65087 2.02466
H -1.23896 -1.59249 1.61459
*
```

Output
HOMO: -0.2985 Ha
Frontier orbital gap: 8.38 eV



Preferred: arrangement i; penalty for the next structure: 0.691 eV.



Arrangement i

The following is a quantum chemistry calculation of an isolated molecule of C7H12, from OMol25.

```
! RIJCOSX wB97M-V def2-TZVPD def2/J DEFGRID3
* xyz 0 1
C -2.59520 0.18698 0.11618
C -1.20314 -0.39371 -0.02024
C -0.21416 0.15027 -1.07855
C 0.89662 0.08472 -0.02304
C 2.15890 -0.71850 -0.13766
C 2.22625 0.78082 -0.00913
C -0.15494 -0.11175 1.08279
H -3.20154 -0.07965 -0.75518
H -2.56918 1.27854 0.20425
H -3.10081 -0.20818 1.00814
H -1.28756 -1.48299 -0.12642
H -0.08643 -0.46219 -1.97612
H -0.45557 1.18094 -1.36233
H 2.39812 -1.16357 -1.10056
H 2.46585 -1.31741 0.71846
H 2.51775 1.35167 -0.88988
H 2.59099 1.19783 0.92729
H -0.32352 0.74164 1.75634
H -0.06243 -1.01548 1.66567
*
```

Output
SMILES: CC1CC2(CC2)C1
HOMO: -0.3610 Ha
Frontier orbital gap: 10.99 eV



Arrangement ii

The following is a quantum chemistry calculation of a structure of composition C7H12, from OMol25.

```
! RIJCOSX wB97M-V def2-TZVPD def2/J DEFGRID3
* xyz 0 1
C 2.58038 0.41494 -0.72750
C 1.35190 -0.52999 -0.71744
C 0.09054 -0.29367 0.70401
C -0.63885 1.07701 0.79319
C -1.97885 0.32928 0.87244
C -2.17855 -0.44267 -0.37941
C -1.25802 -1.00894 0.68263
H 3.06765 0.41497 -1.71844
H 3.37749 0.15209 -0.01387
H 2.28748 1.44891 -0.52486
H 0.71245 -0.35320 -1.56096
H 1.73213 -1.57400 -0.78073
H 1.07395 -0.63487 0.93638
H -0.53874 1.65417 -0.13384
H -0.46036 1.74691 1.64347
H -2.79403 0.55391 1.56070
H -3.13133 -0.95708 -0.48523
H -1.76418 -0.04445 -1.30401
H -1.53104 -1.95332 1.15345
*
```

Output
HOMO: -0.2995 Ha
Frontier orbital gap: 9.34 eV



Arrangement iii

The following is a quantum chemistry calculation of a cluster of 2 separate species, C7H12 in total, from OMol25.

```
! RIJCOSX wB97M-V def2-TZVPD def2/J DEFGRID3
* xyz 0 1
C -2.24611 -0.26429 -0.29943
C -1.12396 0.64550 0.18435
C -0.23112 1.26903 -0.90632
C 0.90749 0.93994 -0.59515
C 1.36484 0.36717 0.69717
C 2.40442 -0.74179 0.64155
C -0.08603 -0.11299 1.11297
H -1.84679 -1.12454 -0.84871
H -2.81152 -0.64515 0.56057
H -2.93854 0.26987 -0.95688
H -1.56638 1.48814 0.72759
H 1.70700 1.17054 1.35906
H 2.06114 -1.56416 0.00442
H 2.59545 -1.13601 1.64506
H 3.34898 -0.36680 0.23536
H -0.28272 0.03453 2.18249
H -0.15941 -1.19194 0.91910
H -0.23277 0.52477 -3.14063
H -0.86398 0.43816 -3.52257
*
```

Output
SMILES: C[C@@H]1C#C[C@H](C)C1.[H][H]
HOMO (alpha / beta): -0.3342 / -0.3342 Ha
Frontier orbital gap (alpha / beta): 8.85 / 8.85 eV



Arrangement iv

The following is a quantum chemistry calculation of an isolated molecule of C7H12, from OMol25.

```
! RIJCOSX wB97M-V def2-TZVPD def2/J DEFGRID3
* xyz 0 1
C 1.73127 1.22522 -0.12871
C 0.72877 0.38704 0.10357
C -0.64455 0.93136 -0.02012
C -1.77110 0.22959 -0.12762
C -3.17451 0.74095 -0.11017
C 0.84220 -1.09500 0.32676
C 2.26596 -1.59584 0.08473
H 2.75264 1.10425 -0.46180
H 1.49631 2.25930 -0.29107
H -0.64338 2.01540 -0.11011
H -1.67287 -0.82472 0.12473
H -3.21292 1.67627 -0.68389
H -3.48237 0.99275 0.90783
H -3.91533 0.07660 -0.54545
H 0.51022 -1.29884 1.34232
H 0.23833 -1.62203 -0.41103
H 2.97339 -1.32055 0.86365
H 2.35837 -2.67929 0.00165
H 2.61957 -1.20243 -0.86529
*
```

Output
SMILES: C=C(/C=C/C)CC
HOMO: -0.3137 Ha
Frontier orbital gap: 9.62 eV



Preferred: arrangement iv; penalty for the next structure: 0.115 eV.